# 1
ORCA calculation (ωB97M-V/def2-TZVPD) on a molecular structure, C6H9N.

Atoms and positions in Å:
C -0.42496 -0.28457 1.93693
C -0.26505 0.24384 0.53259
C 1.13232 0.31164 -0.17631
C 0.70073 -0.99653 -0.84732
N -0.71604 -0.54939 -0.68818
C -0.67967 0.67712 -1.52258
C 0.44416 1.46797 -0.80741
H 0.00029 -1.28214 2.06599
H -1.49130 -0.32144 2.18815
H 0.06364 0.40232 2.63609
H 2.06032 0.46514 0.37381
H 1.01922 -1.17033 -1.88536
H 0.90163 -1.89469 -0.25711
H -1.66015 1.16834 -1.51145
H -0.40103 0.48551 -2.56805
H -0.68412 1.27721 0.53021

Cartesian forces, eV/Å:
0.0818 -0.0749 0.0324
-0.1590 -0.0753 0.4812
0.2480 0.3917 0.0444
0.1022 -0.1385 -0.0937
-0.1729 0.0718 0.0148
-0.0194 0.2573 -0.2900
0.3943 -0.4115 -0.5552
0.0099 0.0671 -0.0673
0.2109 -0.0357 -0.0701
-0.0467 -0.1440 -0.0769
-0.1538 0.0032 -0.1129
-0.1396 0.0376 0.2448
-0.0710 0.1963 0.0354
0.3172 0.0193 0.0343
-0.0299 -0.0310 0.1231
-0.5721 -0.1334 0.2557

Kohn-Sham gap   9.4 eV
Net charge   0



# 2
ORCA calculation (ωB97M-V/def2-TZVPD) on 2 unconnected molecules or ions with the total composition C4H13NO2.

Atoms and positions in Å:
C -1.07687 2.04965 0.96391
C -2.03777 0.83468 0.79823
N -1.21302 -0.36922 0.70917
C 0.09059 -0.50795 0.14339
C 1.19798 -1.06428 1.12517
O 0.80118 -0.99336 2.51669
H -0.44329 2.10792 0.08714
H -1.62415 2.97618 0.83213
H -0.38903 1.86533 1.80597
H -2.82140 0.91960 1.58275
H -2.56718 0.92186 -0.18461
H -1.76884 -1.20370 0.73324
H 0.08517 -1.19204 -0.69723
H 0.55705 0.42724 -0.18243
H 2.12706 -0.47573 0.95360
H 1.38547 -2.10975 0.88300
H 0.04332 -0.39733 2.27696
H 3.05450 -1.73837 -5.06616
H 2.38038 -0.54717 -4.64521
O 2.21885 -1.50354 -4.63571

Cartesian forces, eV/Å:
-0.3549 -1.0085 -1.0765
0.9585 1.3848 -1.6521
-0.8937 -0.1130 1.8316
1.2767 0.0656 0.0621
0.4310 -0.4776 0.4322
-0.6802 1.2603 -2.1716
0.3089 -0.2408 -0.2277
-0.0926 0.3038 1.1330
-0.6452 0.7626 0.0663
0.7621 -0.9631 -0.1596
0.0312 0.4104 0.6710
0.1723 -0.2584 -0.1247
-0.0686 0.0017 -0.4090
-0.8608 -0.0127 -0.2174
-0.4190 -0.4372 0.1652
0.1795 -0.0501 0.0374
-0.1016 -0.6304 1.6320
-0.2593 -0.7408 0.0754
-0.7056 -0.0122 0.3433
0.9613 0.7555 -0.4110

Kohn-Sham gap   9.5 eV
SMILES   CCNCCO.O
Net charge   0



# 3
ORCA calculation (ωB97M-V/def2-TZVPD) on a molecular structure, C36H44BrGe2N4O5PRu.

Atoms and positions in Å:
Ru -0.35128 -0.38898 0.08847
Br 2.67744 -0.86512 7.07020
C 1.84732 -0.45559 5.43295
C 0.86380 0.54157 5.38030
C 0.24143 0.84800 4.19655
C 0.56177 0.17282 3.00457
O -0.08059 0.49455 1.90553
C 1.57337 -0.81446 3.05807
C 1.99704 -1.56172 1.90922
N 1.53517 -1.40459 0.71643
C 1.97885 -2.29937 -0.28948
C 3.28459 -2.56971 -0.58676
C 3.60152 -3.51476 -1.59077
C 2.61634 -4.18012 -2.26224
C 1.25253 -3.90936 -1.98029
C 0.17533 -4.54803 -2.63533
C -1.11018 -4.21252 -2.30974
C -1.32536 -3.21240 -1.34619
N -0.34931 -2.58827 -0.72081
C 0.93786 -2.94594 -1.00970
C 2.19775 -1.12024 4.28437
H 0.59726 1.07407 6.28278
H -0.49383 1.64100 4.15955
H 2.76106 -2.32552 2.07125
H 4.07719 -2.06458 -0.04945
H 4.63908 -3.71761 -1.81183
H 2.86037 -4.91783 -3.01336
H 0.37845 -5.30070 -3.38619
H -1.95684 -4.69408 -2.77550
H -2.33657 -2.92504 -1.07722
H 2.96036 -1.88600 4.30768
C -4.02440 3.52561 -2.14249
N -3.15834 2.78860 -1.23612
C -1.84588 2.96319 -1.16264
N -1.22998 3.78662 -2.00336
O -1.14108 2.34008 -0.27724
H -5.05503 3.25446 -1.93003
H -3.81169 3.27241 -3.18234
H -3.91331 4.60042 -1.98640
H -3.57234 2.18477 -0.53952
H -1.70653 4.21175 -2.78012
H -0.22347 3.76968 -2.01318
C -3.44402 1.67586 4.23875
Ge -3.21324 1.44620 2.31913
C -4.95302 1.83713 1.47113
C -2.88329 -0.42682 1.86076
Ge -1.47272 3.04426 1.58280
C 0.25265 3.36312 2.38214
C 0.20257 4.23851 3.46862
C 1.35501 4.53648 4.18333
C 2.56762 3.98876 3.79648
C 2.62875 3.14160 2.69820
C 1.47453 2.81937 2.00259
C -2.09709 4.83502 1.10827
C -3.42464 5.25260 1.20083
C -3.79726 6.54342 0.85171
C -2.84035 7.43808 0.39900
C -1.51265 7.04722 0.31326
C -1.14412 5.76111 0.67358
H -4.19876 0.97290 4.58805
H -3.80564 2.68446 4.43969
H -2.53151 1.50678 4.80491
H -5.71350 1.54665 2.19646
H -5.12816 1.22364 0.58410
H -5.12516 2.87750 1.22115
H -3.84686 -0.93868 1.84135
H -2.23226 -0.91110 2.58455
H -2.44330 -0.55371 0.85331
H -0.73052 4.70542 3.76585
H 1.30549 5.20649 5.03016
H 3.46682 4.22519 4.34784
H 3.57812 2.72254 2.39339
H 1.52644 2.12761 1.17015
H -4.18145 4.58380 1.57856
H -4.82812 6.85529 0.94878
H -3.12592 8.44667 0.13529
H -0.76214 7.75197 -0.01725
H -0.09830 5.48171 0.62918
C 1.36584 -0.67197 -4.44540
O 0.97741 -0.82722 -3.05766
P 0.28074 0.32955 -2.22213
O 1.18927 1.63345 -2.39866
C 2.42177 1.67746 -1.65249
O -0.94298 0.84455 -3.12842
C -2.08062 -0.00841 -3.25700
H 0.62712 -1.17078 -5.06778
H 2.33407 -1.15243 -4.55552
H 1.43580 0.38033 -4.71418
H 2.78817 2.69835 -1.71728
H 3.14695 0.99522 -2.09451
H 2.24545 1.41149 -0.60807
H -2.87701 0.59064 -3.69232
H -2.40283 -0.38071 -2.27636
H -1.85502 -0.85050 -3.91136

Cartesian forces, eV/Å:
0.7728 -0.4773 -0.0978
0.0200 -0.0066 0.0234
-0.0329 0.0160 -0.1615
0.1246 -0.0935 0.0739
-0.0239 -0.0904 -0.0602
0.1430 -0.1875 0.3626
-0.4322 0.1025 -0.4856
-0.0127 0.0003 0.0180
-0.0472 0.2444 -0.0477
0.2876 -0.3157 -0.0603
-0.1246 -0.0446 -0.0210
-0.0568 -0.0439 0.0035
-0.0894 0.0020 0.0021
-0.0332 0.0575 0.0504
0.0250 -0.0451 -0.0529
0.0068 0.0425 0.0363
0.0440 0.0277 0.0737
-0.0676 -0.0613 -0.0232
-0.1275 0.1005 -0.1272
0.1046 0.0938 0.1525
-0.0976 0.1787 0.0744
0.0054 0.0105 0.0378
0.0620 -0.1604 0.0394
-0.0315 -0.0018 0.0437
0.0154 0.0164 -0.0004
0.0457 -0.0106 -0.0073
0.0154 -0.0408 -0.0356
0.0083 -0.0210 -0.0118
-0.0207 -0.0160 -0.0104
0.0056 0.0231 -0.0419
0.0425 -0.0489 0.0318
-0.0815 0.0626 0.0251
0.0744 -0.1610 0.0562
0.0801 0.1645 -0.5288
-0.0786 -0.1721 -0.0002
-0.0671 0.2325 0.6993
0.0235 0.0102 -0.0103
0.0067 0.0079 -0.0020
-0.0151 -0.0017 -0.0051
0.0261 0.1174 -0.0431
-0.0114 0.0178 -0.0041
0.0323 0.0102 0.0233
-0.0426 0.0472 -0.0046
-0.0468 0.1994 0.1591
0.0547 -0.0742 -0.0321
0.0701 -0.1725 -0.1352
-0.2168 -0.0315 -0.3206
-0.0080 0.1927 0.0409
0.1362 -0.0042 -0.0444
-0.0364 0.0082 -0.0037
0.0219 -0.0181 0.0259
-0.0164 0.0036 -0.0082
0.0641 0.1282 -0.1635
0.0155 0.0170 0.0546
0.0158 -0.0005 0.0062
-0.0024 -0.0273 0.0136
-0.0376 0.0444 0.0043
0.0556 0.0060 -0.0087
0.0140 -0.0459 -0.0205
-0.0402 -0.0416 0.0214
0.0143 0.0149 0.0424
-0.0049 -0.0123 -0.0117
-0.0323 -0.0194 0.0179
0.0373 -0.0189 -0.0341
-0.0283 0.0884 -0.0372
-0.0024 -0.0225 0.0466
0.0211 -0.0123 0.0171
-0.3319 0.0711 0.1357
-0.0444 0.0014 -0.0039
0.0017 0.0165 0.0301
0.0305 0.0096 0.0113
0.0378 -0.0152 -0.0105
-0.0132 0.1123 0.1014
-0.0895 -0.0917 0.0457
-0.0287 -0.0047 0.0060
-0.0081 0.0350 -0.0214
0.0278 0.0155 -0.0085
0.0538 -0.0187 0.0035
0.0183 0.0098 0.0182
-0.0342 0.0680 0.1214
-0.2228 -0.0926 0.0896
-0.1784 0.0416 0.0139
0.0825 0.0074 -0.0401
0.2192 0.2242 0.0013
-0.1095 -0.0578 0.0006
0.0076 0.0076 -0.0275
-0.0237 0.0043 -0.0192
0.0080 -0.0079 -0.0124
0.0077 -0.0444 0.0218
0.0284 0.0078 0.0268
0.0583 -0.0168 -0.0544
0.0171 -0.0591 -0.0007
-0.0013 0.0134 -0.0578
-0.0395 -0.0239 0.0146

Kohn-Sham gap (spin up / spin down)   2.3 / 6.4 eV
Net charge   +2
2S+1   5



Energy per entry: -7852.70220, -9942.27613, -249177.97732 eV
Max |F| per entry: 0.796, 2.601, 0.914 eV Å⁻¹